[1]
Molecular formula: C54H50N2O6S3V
Method: DFT, ωB97M-V/def2-TZVPD

Each line ends with the Mulliken charge.
Atoms and positions in Å:
V1 0.73896 -0.01756 -0.31863  0.464
C1 1.71058 2.99506 2.87807  -1.247
C2 2.24922 1.60355 2.65400  0.579
N1 1.45798 0.56882 2.90781  -0.362
N2 2.02410 -0.59537 3.30875  -0.324
C3 2.49743 -1.52391 2.51043  0.313
S1 2.39517 -1.90046 0.78717  -0.467
S2 3.34037 -2.86939 3.39828  -0.131
C4 4.21776 -1.87248 4.68789  -1.114
C5 3.40927 -1.52219 5.91968  0.680
C6 2.80238 -0.29060 6.14237  0.318
C7 1.97733 -0.07498 7.22312  -0.723
C8 1.86485 -1.05655 8.19425  -0.326
C9 2.50526 -2.28215 8.02987  -0.547
C10 3.25185 -2.51910 6.88269  -0.520
C11 3.57229 1.41155 1.90491  0.739
C12 4.84538 1.69152 2.49104  -0.813
C13 5.98729 1.62027 1.67464  -0.619
C14 5.97408 1.35345 0.30006  -0.778
C15 4.73751 1.16830 -0.30380  -0.586
C16 3.49631 1.20342 0.42905  0.286
O1 2.41883 1.41907 -0.31332  -0.384
H1 0.94686 3.01196 3.66442  0.292
H2 1.22565 3.32481 1.95412  0.062
H3 2.52238 3.67379 3.12939  0.532
H4 4.60537 -0.97466 4.18958  0.164
H5 5.08549 -2.48799 4.95081  0.551
H6 2.93310 0.52405 5.42045  0.200
H7 1.42150 0.85392 7.34308  0.379
H8 1.24512 -0.90730 9.09030  0.329
H9 2.39638 -3.05475 8.78759  0.351
H10 3.66461 -3.51217 6.70708  0.333
H11 4.99918 1.94887 3.53642  0.438
H12 6.93729 1.76807 2.18665  0.305
H13 6.93846 1.33315 -0.21797  0.371
H14 4.70944 1.11616 -1.39779  0.374
C17 -2.46186 -2.29696 -5.69075  -1.810
C18 -1.49757 -1.31494 -5.02870  1.538
C19 -0.65060 -0.64800 -6.08084  -1.734
O2 -2.25004 -0.37246 -4.22376  -0.413
C20 -2.18354 -0.74171 -2.85462  -0.120
C21 -1.45392 -2.14895 -2.91700  -0.622
O3 -0.67002 -2.02391 -4.11518  -0.323
C22 -0.42799 -2.56901 -1.75980  2.285
O4 0.52887 -1.54394 -1.57147  0.543
C23 -1.17271 -3.19956 -0.50738  -0.240
C24 -2.50222 -2.88216 -0.11705  0.228
C25 -3.02005 -3.33768 1.09234  -0.772
C26 -2.19851 -3.99617 1.99824  -0.445
C27 -0.85145 -4.20535 1.68767  -0.995
C28 -0.35423 -3.81228 0.46331  -0.757
C29 0.52318 -3.61324 -2.35765  0.253
C30 0.11293 -4.92922 -2.59225  -0.374
C31 0.96409 -5.77994 -3.28604  -1.067
C32 2.24614 -5.35306 -3.60191  -0.426
C33 2.69924 -4.06970 -3.31689  -1.149
C34 1.82223 -3.18789 -2.71941  -0.025
C35 -1.80737 0.54414 -1.95550  1.283
O5 -1.35356 0.20615 -0.68943  -0.343
C36 -3.22239 1.23924 -1.97568  0.106
C37 -4.12265 0.94374 -0.97094  0.352
C38 -5.41084 1.48062 -0.94928  -0.876
C39 -5.83210 2.29749 -1.98980  -0.691
C40 -4.96623 2.56305 -3.03793  -1.042
C41 -3.68437 2.03293 -3.04011  -0.210
C42 -0.73722 1.44410 -2.63220  1.081
C43 -0.80363 2.84345 -2.57534  -0.238
C44 0.31306 3.62244 -2.82161  -0.940
C45 1.48725 3.03558 -3.28949  -1.104
C46 1.53305 1.67234 -3.46715  -0.509
C47 0.45665 0.88624 -3.09689  -0.498
H15 -3.07616 -1.81132 -6.46248  0.436
H16 -3.16026 -2.77519 -5.00609  0.373
H17 -1.88713 -3.06168 -6.21427  0.352
H18 -1.29264 -0.14666 -6.82142  0.384
H19 -0.09294 -1.39225 -6.65202  0.376
H20 0.02401 0.10308 -5.68832  0.299
H21 -3.22187 -0.93231 -2.53337  0.975
H22 -2.21194 -2.94244 -3.08790  0.354
H23 -3.13907 -2.26054 -0.75042  0.084
H24 -4.06690 -3.10122 1.35116  0.363
H25 -2.63148 -4.32167 2.94424  0.383
H26 -0.20432 -4.69496 2.42274  0.382
H27 0.69998 -3.96488 0.26411  0.549
H28 -0.86674 -5.29315 -2.28000  0.428
H29 0.63862 -6.79189 -3.54649  0.403
H30 2.93783 -6.04815 -4.08692  0.354
H31 3.72766 -3.79655 -3.55516  0.441
H32 2.13625 -2.14628 -2.59349  0.120
H33 -3.81489 0.26373 -0.17613  0.090
H34 -6.11312 1.24928 -0.15036  0.429
H35 -6.85363 2.71676 -1.99320  0.353
H36 -5.29408 3.15940 -3.88406  0.416
H37 -3.03993 2.28625 -3.87889  0.510
H38 -1.72691 3.37342 -2.33927  0.231
H39 0.29268 4.68627 -2.58173  0.376
H40 2.35771 3.64899 -3.51122  0.382
H41 2.42237 1.17689 -3.85423  0.438
H42 0.55909 -0.20155 -3.16163  0.004
C48 -1.95405 1.13436 1.97908  -1.101
S3 -1.57429 2.20815 0.51839  1.899
O6 -0.08811 2.17074 0.37048  -1.127
C49 -2.14240 3.78368 1.08620  -0.186
C50 -3.15049 4.39876 0.37286  0.183
C51 -3.57794 5.66385 0.76345  -0.840
C52 -3.00568 6.23233 1.89260  -0.410
C53 -2.08597 5.54928 2.65236  -0.976
C54 -1.68728 4.26389 2.28332  -0.161
H43 -1.31042 1.39551 2.81283  0.537
H44 -1.70348 0.13233 1.61609  -0.057
H45 -3.00165 1.21005 2.26801  0.395
H46 -3.64469 3.86568 -0.44049  0.016
H47 -4.35696 6.18638 0.20980  0.436
H48 -3.30048 7.23736 2.20360  0.333
H49 -1.63333 5.97861 3.53751  0.427
H50 -1.04156 3.69409 2.95876  0.279

HOMO (alpha / beta) = -0.177 / -0.177 Eh
expectation value of S² = 2.03
multiplicity = 3
net charge = -1
largest force on an atom = 3.6 eV/A
HOMO-LUMO gap (alpha / beta) = 6.8232 / 7.0197 eV
relative energy (zero: lowest compared OMol25 entry of this formula, charge and spin) = 59.2 kcal per mole
E = -4787.21686 a.u.

[2]
Molecular formula: C54H52N9O3ReS3
Method: DFT, ωB97M-V/def2-TZVPD

Each line ends with the Mulliken charge.
Atoms and positions in Å:
Re1 0.63880 -0.22539 -0.21343  0.005
N1 -0.96686 -0.94513 0.06586  1.099
S1 -2.37038 -1.48231 0.46768  0.915
N2 -3.10816 -0.49660 1.50140  -0.133
S2 -2.81645 0.94573 2.17262  1.326
N3 -1.78657 2.12974 1.81039  0.317
S3 -0.16908 2.31326 1.62868  1.241
N4 0.51921 1.44712 0.46184  0.028
C1 0.76142 2.35984 3.12600  0.232
C2 0.39074 3.35444 4.07174  -0.301
C3 1.15656 3.52801 5.21571  -0.905
C4 2.32040 2.78628 5.36009  -0.499
C5 2.68072 1.79060 4.43224  -0.747
C6 1.87205 1.57717 3.32924  -0.181
C7 -0.04415 3.91026 0.97187  0.121
C8 -0.90167 4.34159 -0.02662  -0.299
C9 -0.79789 5.62972 -0.56930  -0.881
C10 0.21689 6.50889 -0.13787  -0.553
C11 1.17180 6.04863 0.77039  -0.878
C12 1.02557 4.76554 1.29567  -0.223
C13 -2.77755 0.50960 3.92895  0.474
C14 -3.34174 1.40896 4.87279  -0.608
C15 -3.48341 1.06218 6.23125  -0.920
C16 -2.94277 -0.12659 6.60895  -0.422
C17 -2.33175 -0.97728 5.73046  -0.910
C18 -2.27606 -0.67619 4.34419  -0.431
C19 -4.36673 1.82515 1.97002  0.280
C20 -5.53033 1.06975 2.10940  -0.844
C21 -6.80611 1.70502 2.02413  -0.686
C22 -6.88827 3.05179 1.89005  -0.587
C23 -5.77116 3.78705 1.67324  -0.733
C24 -4.45732 3.20108 1.76376  -0.088
C25 -3.32702 -1.74015 -0.97664  0.471
C26 -3.96016 -2.96015 -1.26955  -0.392
C27 -4.60638 -3.02826 -2.48884  -0.838
C28 -4.50013 -2.00154 -3.42251  -0.720
C29 -4.05339 -0.71152 -3.04616  -0.663
C30 -3.50658 -0.59719 -1.75128  -0.392
C31 -2.24754 -3.18039 1.15843  0.253
C32 -1.46058 -4.03928 0.40527  -0.365
C33 -0.78469 -5.12091 0.98459  -0.869
C34 -0.92197 -5.32478 2.35544  -0.668
C35 -1.79295 -4.56658 3.10118  -0.668
C36 -2.46055 -3.49569 2.51019  -0.446
H1 -0.53868 3.83362 3.91940  0.590
H2 0.86617 4.25072 6.00243  0.438
H3 2.93061 2.93241 6.24948  0.425
H4 3.52607 1.12462 4.64969  0.451
H5 2.14921 0.77251 2.63878  0.300
H6 -1.74300 3.70001 -0.32978  0.383
H7 -1.54567 6.06285 -1.24867  0.427
H8 0.29727 7.48407 -0.66587  0.390
H9 1.99041 6.65589 1.13191  0.489
H10 1.80149 4.41390 1.99417  0.425
H11 -3.74137 2.35803 4.54114  0.530
H12 -4.01689 1.73581 6.91565  0.470
H13 -3.03885 -0.41383 7.67917  0.378
H14 -1.91053 -1.93645 6.07482  0.444
H15 -1.79244 -1.37512 3.69539  0.757
H16 -5.40414 0.02773 2.34631  0.476
H17 -7.72444 1.11398 2.20952  0.394
H18 -7.85908 3.51193 1.91977  0.452
H19 -5.77731 4.85453 1.41879  0.447
H20 -3.56954 3.78104 1.61525  0.513
H21 -3.99442 -3.82005 -0.60809  0.513
H22 -5.15061 -3.90433 -2.74879  0.496
H23 -4.93962 -2.16507 -4.40170  0.474
H24 -4.20914 0.13871 -3.69193  0.513
H25 -3.13867 0.35747 -1.34135  0.378
H26 -1.33277 -3.84852 -0.64207  0.491
H27 -0.08618 -5.72555 0.38069  0.388
H28 -0.38312 -6.06363 2.90170  0.479
H29 -2.04030 -4.83006 4.13709  0.459
H30 -3.29195 -3.04620 3.06217  0.546
N5 6.88970 0.38856 -1.00168  -0.113
C37 7.19919 -0.76112 -0.26450  -0.692
C38 6.09074 -1.14909 0.45574  -0.155
N6 5.06025 -0.28779 0.08198  0.317
C39 5.54817 0.63111 -0.82074  0.181
C40 4.75884 1.60731 -1.54964  0.015
N7 3.39771 1.65656 -1.68293  0.245
C41 3.11501 2.55945 -2.61340  -0.378
C42 4.29401 3.10263 -3.10941  -0.704
N8 5.30745 2.57525 -2.38098  -0.088
H31 7.47671 0.80093 -1.74280  0.285
H32 8.21606 -1.13987 -0.17444  0.403
H33 5.92208 -1.86665 1.27741  0.429
H34 2.07561 2.83118 -2.86300  0.425
H35 4.44968 3.85772 -3.91204  0.425
H36 6.30988 2.76811 -2.42705  0.230
O1 2.26905 -0.83101 0.64165  -0.689
H37 4.09007 -0.21662 0.35560  0.139
H38 2.28825 -1.78392 0.40836  0.146
O2 2.04919 -1.69235 -3.20803  -0.208
C43 1.86101 -2.81066 -2.40180  0.629
O3 1.23437 -2.72907 -1.31702  -0.645
C44 2.62512 -3.98685 -2.89164  0.168
C45 2.80162 -5.12763 -2.10620  -0.069
C46 3.59074 -6.22932 -2.52131  -0.803
C47 4.13078 -6.23073 -3.79597  -0.390
C48 3.88261 -5.14302 -4.61676  -0.864
C49 3.16357 -4.02466 -4.17280  -0.118
H39 2.27153 -5.16163 -1.13784  0.313
H40 3.78753 -7.01456 -1.80568  0.422
H41 4.69901 -7.08870 -4.13587  0.427
H42 4.16950 -5.19924 -5.65266  0.427
H43 3.06908 -3.15187 -4.77413  0.493
C50 2.04577 0.27572 -5.33540  -1.367
C51 0.80355 -0.13099 -4.50821  2.253
C52 -0.19134 1.04376 -4.39552  -1.146
C53 0.16943 -1.31955 -5.21802  -1.514
C54 1.20799 -0.58047 -3.15057  0.017
N9 0.82877 -0.08318 -2.06163  -0.701
H44 1.81119 0.42624 -6.37202  0.468
H45 2.78935 -0.50949 -5.29391  0.205
H46 2.42683 1.22151 -4.95916  0.281
H47 -0.65240 1.28867 -5.35141  0.495
H48 0.21636 1.96039 -3.90570  0.050
H49 -1.09812 0.70078 -3.73813  0.000
H50 -0.27538 -0.88630 -6.13167  0.559
H51 -0.63401 -1.81997 -4.54649  0.141
H52 0.92765 -2.08211 -5.41909  0.227

HOMO (alpha / beta) = -0.439 / -0.548 Eh
expectation value of S² = 3.78
multiplicity = 4
net charge = +3
largest force on an atom = 7.2 eV/A
HOMO-LUMO gap (alpha / beta) = 4.9739 / 8.0192 eV
relative energy (zero: lowest compared OMol25 entry of this formula, charge and spin) = 33.5 kcal per mole
E = -4079.10955 a.u.